(1)
Computed, not measured: an isolated molecule of C4H10OSSi2 at a distorted geometry, with ωB97M-V with the def2-TZVPD basis set.

XYZ file:
```
18
Properties=species:S:1:pos:R:3:forces:R:3
C -3.35702 0.32940 1.39264 0.8 1.1 0.9
C -2.16542 0.40089 0.83186 0.2 -0.8 -1.0
C -1.25303 1.64672 0.75588 0.5 -3.4 -0.4
C -1.77784 -0.89798 -0.00006 0.3 1.1 1.4
O -2.18027 -2.03180 0.19286 -0.1 1.4 0.0
Si -0.30856 -0.78578 -1.21820 1.9 1.2 0.2
S 1.51728 -0.45733 0.14984 -1.6 -0.3 -0.4
Si 3.10045 -1.07291 -1.13760 -0.3 0.1 0.5
H -3.77508 1.12956 1.97898 -0.1 0.3 0.0
H -3.79378 -0.60905 1.49220 -1.1 -1.5 -0.3
H -0.32284 1.38870 1.36173 -1.2 0.9 -0.7
H -1.80094 2.51680 1.03179 0.0 0.7 0.3
H -0.99135 1.63868 -0.31519 0.4 0.8 0.3
H -0.22187 0.13521 -2.44776 -0.3 -0.4 1.0
H -0.19977 -2.12434 -1.61831 0.2 -1.4 -0.7
H 3.96758 -2.19113 -0.64172 0.0 0.7 0.2
H 2.56033 -1.57626 -2.34359 -0.7 -0.6 -1.2
H 3.57492 0.24754 -1.51568 1.0 0.1 0.0
```
Forces are in eV/Å.

The structure (SMILES) is C=C(C)C(=O)[SiH2]S[SiH3]. The value obtained for the maximum force is 3.4 eV/Å. The HOMO energy comes out at -0.342 Ha. The value obtained for the lowest unoccupied orbital energy is -0.3 eV. As for the energy above the lowest of the compared OMol25 structures with the same formula, charge and spin: 0.0 kJ/mol. Its multiplicity is 1. For the gap between HOMO and LUMO, the calculation gives 9.05 eV.

Atomic partial charges in e from the Löwdin method, atoms 1 to 4: C 0.064; C -0.303; C -0.072; C -0.477

---

(2)
Computed, not measured: an isolated molecule of C4H10OSi2 at a distorted geometry, with ωB97M-V with the def2-TZVPD basis set.

XYZ file:
```
17
Properties=species:S:1:pos:R:3:forces:R:3
C 2.23874 -1.93482 0.20007 2.3 5.1 -1.0
C 1.78716 -0.69662 0.49684 -1.0 -0.1 0.1
Si -0.08424 -0.44113 0.77623 0.6 -0.8 2.0
C -0.32793 1.25058 1.49976 -0.6 -0.4 0.2
C -0.69361 2.41926 0.98049 2.1 0.9 3.9
O -0.74199 -0.54189 -0.69650 -1.0 -0.3 -0.7
Si -1.60534 -0.35546 -2.09201 -0.9 -0.1 0.2
H 3.16894 -1.92856 -0.36501 0.3 -0.7 0.5
H 1.70998 -2.78331 0.27213 -2.0 -2.9 0.4
H 2.36258 0.26565 0.34932 -0.3 -1.5 -0.1
H -0.57683 -1.52118 1.97452 0.4 1.3 -2.0
H -0.13365 1.21880 2.56717 0.5 0.3 0.2
H -0.47120 3.35420 1.59915 -0.9 -1.2 -0.9
H -0.98651 2.56203 0.02647 -0.9 0.4 -3.1
H -2.88849 -1.27421 -2.18201 1.4 0.8 0.2
H -0.63975 -0.66651 -3.16213 -0.2 0.0 -0.1
H -2.11785 1.07317 -2.24450 0.4 -0.7 0.2
```
Forces are in eV/Å.

The structure (SMILES) is C=C[SiH](C=C)O[SiH3]. The value obtained for the maximum force is 5.7 eV/Å. The HOMO energy comes out at -0.356 Ha. The value obtained for the lowest unoccupied orbital energy is 0.9 eV. As for the energy above the lowest of the compared OMol25 structures with the same formula, charge and spin: 6.5 kJ/mol. Its multiplicity is 1. For the gap between HOMO and LUMO, the calculation gives 10.52 eV.

Atomic partial charges in e from the Löwdin method, atoms 1 to 4: C -0.060; C -0.226; Si 0.437; C -0.269

---

(3)
Computed, not measured: a cluster of 2 separate species, C4H10P2 in total at a distorted geometry, with ωB97M-V with the def2-TZVPD basis set.

XYZ file:
```
16
Properties=species:S:1:pos:R:3:forces:R:3
C 1.75050 -1.40319 0.56409 -0.1 -0.2 -2.0
C 1.48987 -0.45193 -0.38536 0.3 -0.9 2.7
P 2.09300 1.23797 0.07713 -3.1 0.5 -2.6
H 2.61164 -1.35746 1.27840 -1.2 0.1 -0.5
H 1.16906 -2.34044 0.43218 0.8 0.4 0.6
H 0.66840 -0.68328 -1.09265 0.8 0.6 0.4
H 2.69382 1.47518 -1.17061 0.5 0.3 0.0
H 3.13858 0.89896 0.78329 2.4 -1.0 1.3
C -2.39869 -0.49045 -0.46930 -1.5 1.3 2.9
C -1.56413 0.54490 -0.44103 0.2 0.4 0.5
P -1.50947 1.53967 1.11290 -0.3 -0.8 0.2
H -3.22527 -0.78467 0.31787 2.1 1.1 -1.2
H -2.47497 -1.10739 -1.25208 0.0 -2.2 -3.2
H -0.80948 0.84700 -1.22816 -1.3 -0.7 0.7
H -0.48147 0.70512 1.64337 -0.1 0.4 0.2
H -2.54311 0.69993 1.70844 0.6 0.7 -0.1
```
Forces are in eV/Å.

The structure (SMILES) is C=CP.C=CP. The value obtained for the maximum force is 4.1 eV/Å. The HOMO energy comes out at -0.329 Ha. The value obtained for the lowest unoccupied orbital energy is 0.9 eV. As for the energy above the lowest of the compared OMol25 structures with the same formula, charge and spin: 185.9 kJ/mol. Its multiplicity is 1. For the gap between HOMO and LUMO, the calculation gives 9.83 eV.

Atomic partial charges in e from the Löwdin method, atoms 1 to 4: C -0.121; C -0.487; P 0.776; H 0.053

---

(4)
Computed, not measured: a cluster of 2 separate species, C4H10S in total at a distorted geometry, with ωB97M-V with the def2-TZVPD basis set.

XYZ file:
```
15
Properties=species:S:1:pos:R:3:forces:R:3
C 7.18864 1.07891 3.38933 0.4 -0.8 -2.9
C 6.37149 1.15743 4.42730 0.2 0.3 -0.2
H 7.58010 0.10850 2.91094 -0.3 1.5 1.3
H 7.31118 1.98388 2.67242 -0.1 -1.6 1.5
H 6.09200 0.37844 5.15607 0.3 0.4 -0.7
H 5.95143 2.14714 4.47355 -0.4 0.1 0.9
C -4.14412 -1.70624 -2.72938 0.4 0.7 -2.2
C -3.18406 -0.46070 -2.63760 -0.1 0.6 0.5
S -2.61329 0.02070 -0.89054 -2.4 1.0 -1.4
H -5.06381 -1.56344 -2.21719 -0.8 0.2 0.6
H -3.72253 -2.67601 -2.40045 0.2 0.9 0.0
H -4.41465 -1.84976 -3.84063 0.4 0.2 1.5
H -2.26926 -0.77776 -3.03111 1.4 -0.5 -1.0
H -3.37146 0.56632 -3.18292 -0.4 -2.4 1.0
H -3.67214 0.93514 -0.98996 1.2 -0.7 1.0
```
Forces are in eV/Å.

The structure (SMILES) is C=C.CCS. The value obtained for the maximum force is 3.0 eV/Å. The HOMO energy comes out at -0.333 Ha. The value obtained for the lowest unoccupied orbital energy is 0.9 eV. As for the energy above the lowest of the compared OMol25 structures with the same formula, charge and spin: 208.9 kJ/mol. Its multiplicity is 1. For the gap between HOMO and LUMO, the calculation gives 9.99 eV.

Atomic partial charges in e from the Löwdin method, atoms 1 to 4: C -0.123; C -0.106; H 0.065; H 0.073

---

(5)
Computed, not measured: a cluster of 2 separate species, C4H10S in total at a distorted geometry, with ωB97M-V with the def2-TZVPD basis set.

XYZ file:
```
15
Properties=species:S:1:pos:R:3:forces:R:3
C -1.41433 -0.94559 -3.09204 -0.1 -0.2 0.1
C -0.52353 -0.08980 -2.62197 0.3 0.0 0.3
H -2.47303 -0.74916 -3.04746 -0.2 0.3 -0.3
H -1.15451 -1.92333 -3.48277 0.2 0.0 0.2
H -0.78831 0.89883 -2.26400 -0.2 -0.1 0.1
H 0.52021 -0.35550 -2.48211 0.0 0.0 -0.4
C -0.17940 -0.68013 2.40556 -0.2 0.6 -0.1
S 1.38339 -0.46210 1.53774 0.0 -0.5 -0.2
C 1.51078 1.30886 1.36352 0.5 0.5 0.5
H -0.33452 -1.74514 2.55837 0.0 0.0 0.0
H -0.98386 -0.25134 1.80859 -0.1 -0.3 -0.1
H -0.20405 -0.15954 3.35835 0.2 -0.1 0.2
H 1.99907 1.74312 2.23974 0.3 0.0 -0.2
H 2.04190 1.55508 0.44905 0.4 -0.2 0.1
H 0.60019 1.85572 1.26944 -1.2 -0.1 -0.1
```
Forces are in eV/Å.

The structure (SMILES) is C=C.CSC. The value obtained for the maximum force is 1.2 eV/Å. The HOMO energy comes out at -0.310 Ha. The value obtained for the lowest unoccupied orbital energy is 1.0 eV. As for the energy above the lowest of the compared OMol25 structures with the same formula, charge and spin: 118.8 kJ/mol. Its multiplicity is 1. For the gap between HOMO and LUMO, the calculation gives 9.44 eV.

Atomic partial charges in e from the Löwdin method, atoms 1 to 4: C -0.084; C -0.086; H 0.039; H 0.045

---

(6)
Computed, not measured: a cluster of 2 separate species, C4H10S in total at a distorted geometry, with ωB97M-V with the def2-TZVPD basis set.

XYZ file:
```
15
Properties=species:S:1:pos:R:3:forces:R:3
C -0.54613 0.81354 1.54076 -0.3 -2.4 -0.8
C -0.34904 -0.37010 0.53586 0.2 0.0 2.3
C 1.01534 -0.34475 -0.13457 0.4 0.8 -2.2
C 0.86624 -0.16257 -1.68059 -0.5 -0.7 0.5
S -3.14018 -0.01613 -0.52775 0.9 -0.2 0.2
H -0.65978 1.70802 0.94899 0.4 0.6 0.5
H -1.43324 0.58550 2.13019 -0.2 0.4 -0.1
H 0.29271 0.64412 2.20920 0.3 1.1 0.1
H -1.23291 -0.37866 -0.15632 -0.5 0.0 -0.9
H -0.47215 -1.28763 1.12494 -0.1 0.0 -0.4
H 1.68020 -1.20447 -0.00698 -0.6 -0.3 0.4
H 1.61493 0.49628 0.21359 -0.3 0.2 0.3
H 0.42226 -1.09473 -2.04118 0.0 0.1 -0.3
H 1.79598 -0.00902 -2.22601 0.1 0.1 0.2
H 0.14577 0.62060 -1.93012 0.2 0.1 0.1
```
Forces are in eV/Å.

The value obtained for the maximum force is 2.5 eV/Å. The HOMO energy comes out at -0.349 Ha. The value obtained for the lowest unoccupied orbital energy is -3.0 eV. As for the energy above the lowest of the compared OMol25 structures with the same formula, charge and spin: 374.3 kJ/mol. Its multiplicity is 1. For the gap between HOMO and LUMO, the calculation gives 6.53 eV.

Atomic partial charges in e from the Löwdin method, atoms 1 to 4: C -0.111; C -0.311; C -0.247; C -0.105